{
  "formula": "C5H7N3",
  "method": "ωB97M-V with the def2-TZVPD basis set",
  "symbols": ["C", "C", "N", "C", "C", "N", "N", "C", "H", "H", "H", "H", "H", "H", "H"],
  "coordinates": [[-1.121889, 0.598518, 2.347274], [-0.464468, 0.547207, 1.300740], [0.708580, 0.088861, 0.725278], [0.759108, -1.332455, 0.485014], [0.526188, -0.255123, -0.685247], [1.587526, 0.075837, -1.558824], [-0.743084, -0.084977, -1.217185], [-1.407967, 0.880486, -0.606429], [-1.957525, 0.942341, 2.905861], [-0.072503, -1.937376, 0.825677], [1.747275, -1.773262, 0.457398], [2.489336, -0.190458, -1.192214], [1.431444, -0.300047, -2.482048], [-0.995689, 1.891947, -0.593262], [-2.486332, 0.848501, -0.712032]],
  "forces_ev_per_a": [[-0.25, 0.91, -1.72], [1.38, -1.39, 2.64], [-0.42, 2.00, -0.11], [-0.85, 0.16, -2.30], [1.72, -1.18, 1.21], [0.14, 0.40, 0.03], [-2.53, 0.26, 1.91], [0.54, -0.80, -3.62], [-0.09, -0.21, 0.38], [0.05, 0.04, 0.01], [0.03, 0.04, 0.34], [0.03, -0.06, -0.10], [0.06, -0.11, -0.01], [0.39, -0.11, 1.26], [-0.20, 0.05, 0.09]],
  "total_energy_ha": -358.77591,
  "smiles": "C#CN1C[C@@]1(N)N=C",
  "e_lumo_ev": -0.3,
  "fmax_ha_per_bohr": 0.073,
  "relative_energy_kcal_mol": 152.2,
  "homo_ev": -7.905
}

---

{
  "formula": "C5H7N3",
  "method": "ωB97M-V with the def2-TZVPD basis set",
  "symbols": ["C", "C", "C", "C", "C", "N", "N", "N", "H", "H", "H", "H", "H", "H", "H"],
  "coordinates": [[-0.827421, -2.235127, -0.118903], [1.352337, 1.011046, 0.578139], [-2.388851, 0.983888, -0.415768], [-2.156467, -0.335500, -0.390195], [3.390382, 1.086723, -0.931320], [-0.732086, -3.363757, -0.272897], [2.342308, 1.121569, -0.062413], [-0.910344, -0.883190, -0.026183], [-3.349436, 1.262234, -0.755549], [-1.587166, 1.627108, 0.008659], [-2.905870, -1.067046, -0.761274], [3.458560, 0.079598, -1.191479], [4.383162, 1.367143, -0.328104], [3.362186, 1.977072, -1.546545], [-0.195631, -0.270479, 0.381737]],
  "forces_ev_per_a": [[0.73, 2.44, 0.33], [2.44, 0.38, -1.41], [1.51, -1.35, 0.97], [-0.22, 0.59, -0.67], [3.94, 2.56, 2.20], [-0.01, -1.27, -0.05], [-4.54, -0.01, 3.18], [-1.10, -1.22, -0.13], [-0.60, 0.87, -0.12], [-1.03, -0.04, -0.62], [0.74, 0.51, 0.40], [0.55, -1.22, -1.81], [-1.88, -0.95, -0.95], [-0.32, -0.68, -1.24], [-0.19, -0.61, -0.08]],
  "total_energy_ha": -358.87563,
  "e_lumo_ev": 0.5,
  "fmax_ha_per_bohr": 0.108,
  "relative_energy_kcal_mol": 89.6,
  "homo_ev": -8.661
}

---

{
  "formula": "C5H7N3O",
  "method": "ωB97M-V with the def2-TZVPD basis set",
  "symbols": ["C", "C", "O", "N", "C", "N", "C", "C", "N", "H", "H", "H", "H", "H", "H", "H"],
  "coordinates": [[-2.009219, -0.899817, -0.246452], [-1.489321, -0.004652, -1.311793], [-1.978456, 0.374969, -2.366655], [-0.242504, 0.647328, -0.940337], [0.576170, 0.445981, 0.190546], [0.795364, 1.157015, 1.198205], [1.666914, 0.364490, 2.043347], [1.873958, -0.814810, 1.443650], [1.211190, -0.811016, 0.256242], [-2.001445, -0.415838, 0.800823], [-2.776881, -1.212725, -0.712965], [-1.317761, -1.814876, -0.134334], [0.038990, 1.251035, -1.591325], [1.893103, 0.828273, 3.040431], [2.746547, -1.679405, 1.755986], [1.185731, -1.456663, -0.539934]],
  "forces_ev_per_a": [[6.46, 0.69, 3.32], [2.96, 3.28, 0.26], [-0.02, -1.44, 1.39], [-2.33, -3.10, 2.42], [-0.53, -3.29, -2.41], [1.07, 0.52, 2.73], [-1.59, 2.74, 0.40], [3.99, -3.53, 1.19], [-0.73, 0.94, -0.94], [-0.63, -0.62, -1.92], [-6.58, -2.49, -1.85], [-0.84, 1.39, -0.22], [1.39, 3.06, -3.00], [0.17, -1.03, -1.35], [-3.14, 2.55, -0.99], [0.34, 0.33, 0.96]],
  "total_energy_ha": -434.18667,
  "smiles": "CC(=O)Nc1ncc[nH]1",
  "e_lumo_ev": 0.6,
  "fmax_ha_per_bohr": 0.142,
  "relative_energy_kcal_mol": 36.2,
  "homo_ev": -9.145
}

---

{
  "formula": "C5H7N3O2",
  "method": "ωB97M-V with the def2-TZVPD basis set",
  "symbols": ["O", "C", "C", "N", "C", "C", "N", "C", "N", "H", "H", "H", "H", "H", "O", "H", "H"],
  "coordinates": [[1.265920, 0.045820, 1.819824], [0.160314, -0.393660, 1.066106], [-1.077022, 0.344463, 1.557273], [-2.317996, 0.198989, 1.149325], [0.387419, -0.243147, -0.408385], [0.015100, 0.720074, -1.317806], [0.581518, 0.464896, -2.540653], [1.293233, -0.631199, -2.379844], [1.233338, -1.074289, -1.103673], [1.296994, 1.011023, 1.751799], [-0.008815, -1.457944, 1.293369], [-0.619117, 1.586325, -1.143062], [1.886865, -1.130898, -3.141430], [1.718834, -1.881397, -0.732104], [-0.953698, 1.606707, 1.808230], [-2.548141, -0.752078, 0.880718], [-2.314746, 1.586314, 1.440313]],
  "forces_ev_per_a": [[0.33, -0.30, 0.06], [-0.17, -0.80, 1.24], [-1.37, 3.07, -3.40], [0.64, -1.33, 0.84], [-0.35, 0.83, -0.13], [0.02, -0.21, 0.25], [0.11, -0.34, -0.05], [0.02, 0.52, -0.19], [-0.05, -0.62, 0.31], [-0.11, -0.06, 0.01], [0.43, 0.13, 0.02], [0.15, -0.33, -0.08], [-0.20, 0.19, 0.22], [-0.17, 0.26, -0.08], [0.01, 0.40, 0.82], [-0.82, 0.16, -0.24], [1.53, -1.56, 0.40]],
  "total_energy_ha": -509.40034,
  "e_lumo_ev": 0.5,
  "fmax_ha_per_bohr": 0.093,
  "relative_energy_kcal_mol": 62.2,
  "homo_ev": -9.046
}

---

{
  "formula": "C5H7N3O2",
  "method": "ωB97M-V with the def2-TZVPD basis set",
  "symbols": ["C", "C", "C", "C", "C", "N", "N", "N", "O", "O", "H", "H", "H", "H", "H", "H", "H"],
  "coordinates": [[-0.707005, 1.576953, 0.049958], [0.366477, 0.696585, -0.103312], [-2.271615, -0.770670, 0.104629], [1.734254, 1.322393, -0.120577], [1.197524, -1.507505, -0.435420], [-0.982499, -1.161199, -0.203513], [-1.610191, 2.280449, 0.235713], [0.186989, -0.598255, -0.210780], [-3.229225, -1.214694, -0.461613], [-2.373663, 0.009660, 1.262049], [-3.335813, 0.183655, 1.500296], [1.864724, 1.895044, 0.800455], [2.603427, 0.518901, -0.085034], [2.041242, 2.084024, -0.816119], [2.135851, -1.153008, -0.117880], [1.005883, -2.416494, 0.056077], [1.373645, -1.745845, -1.454936]],
  "forces_ev_per_a": [[0.34, -0.29, -0.21], [0.94, 6.32, -0.09], [-0.34, 1.31, 2.13], [2.26, -1.80, 1.50], [1.95, -1.14, -0.55], [-2.28, -1.89, -0.56], [0.16, 0.67, -0.28], [-1.39, -2.39, 0.47], [0.15, 0.06, -0.36], [-1.07, -1.08, -0.35], [1.61, -0.53, -0.84], [-0.12, -0.20, 0.40], [-1.88, 1.90, -0.21], [-0.60, -0.04, -1.14], [0.94, 0.32, 0.74], [-0.41, -1.08, 0.74], [-0.28, -0.15, -1.41]],
  "total_energy_ha": -509.29370,
  "s_squared": 2.02,
  "e_lumo_ev": [0.6, -2.3],
  "spin_multiplicity": 3,
  "fmax_ha_per_bohr": 0.124,
  "relative_energy_kcal_mol": 45.5,
  "homo_ev": [-6.914, -10.696]
}

---

{
  "formula": "C5H7N3O2S",
  "method": "ωB97M-V with the def2-TZVPD basis set",
  "symbols": ["C", "C", "C", "C", "C", "N", "N", "N", "O", "O", "S", "H", "H", "H", "H", "H", "H", "H"],
  "coordinates": [[-2.104808, 0.133441, 1.550680], [-1.312347, -0.173699, 0.725762], [0.978207, 1.511025, 0.588192], [-0.819147, -0.034808, -1.672892], [0.327113, -1.665588, -0.365943], [0.783856, 2.052498, 1.632170], [-0.382166, -0.414020, -0.335822], [1.914213, 0.621680, 0.044854], [2.237959, 0.727903, -1.091562], [2.276824, -0.230431, 0.829921], [0.338978, 3.031094, 2.690512], [-2.867452, 0.173395, 2.203818], [-0.798851, -0.852225, -2.384209], [-1.896198, 0.374242, -1.699801], [-0.153862, 0.858193, -1.852095], [0.361932, -1.998508, 0.637710], [-0.204189, -2.564130, -0.689306], [1.319938, -1.550060, -0.811989]],
  "forces_ev_per_a": [[0.90, -0.14, -0.62], [2.77, -1.18, -3.59], [-0.34, 1.09, 1.19], [-1.33, 3.07, 0.24], [-0.26, -0.99, 1.09], [0.63, -1.33, -3.46], [-2.66, -0.49, 1.45], [-0.03, -0.45, 1.97], [0.54, 0.29, -1.82], [0.70, -0.32, 0.15], [-0.71, 1.50, 2.37], [-1.97, 0.41, 1.90], [0.52, 0.03, -0.07], [1.58, -0.68, 0.32], [-0.71, -1.04, -1.12], [1.12, 0.08, 1.42], [-0.41, 0.40, -1.38], [-0.34, -0.26, -0.02]],
  "total_energy_ha": -907.32342,
  "e_lumo_ev": -1.2,
  "fmax_ha_per_bohr": 0.091,
  "relative_energy_kcal_mol": 237.7,
  "homo_ev": -8.663
}